(1)
Molecular formula: C3H4O2
Method: DFT, ωB97M-V with the def2-TZVPD basis set

CARTESIAN COORDINATES (ANGSTROEM)
C: -1.05 -0.76 -0.07
C: 0.22 -0.26 0.08
C: 2.93 -0.67 -0.06
O: 1.55 -1.02 0.02
O: 3.14 0.56 -0.03
H: -1.85 -0.15 -0.15
H: -1.22 -1.77 -0.10
H: 0.52 0.73 0.27
H: 2.36 1.21 0.21

Summary:
Net charge = 0
HOMO energy = -9.55 eV
ΔE to the lowest compared entry with this formula, charge and spin = 101.4 kcal/mol
Spin multiplicity = 1

---

(2)
Molecular formula: C3H4O2
Method: DFT, ωB97M-V with the def2-TZVPD basis set

CARTESIAN COORDINATES (ANGSTROEM)
C: -0.60 0.78 -0.16
C: 0.71 0.35 0.35
C: -1.68 0.12 0.15
O: -2.63 -0.53 0.46
O: 1.62 1.18 0.09
H: -0.53 1.83 -0.59
H: 0.67 -2.57 0.10
H: 0.91 -3.19 -0.05
H: 1.53 2.03 -0.35

Summary:
Net charge = 0
HOMO energy = -8.66 eV
ΔE to the lowest compared entry with this formula, charge and spin = 105.9 kcal/mol
Spin multiplicity = 1